Record 1
79
Properties=species:S:1:pos:R:3:forces:R:3:lowdin_charge:R:1 method="wB97M-V/def2-TZVPD" e_above_lowest_kcal_mol=16.3 gap_ev="4.383 / 4.009" e_homo_ev="-13.25 / -13.25" multiplicity=3 charge=+2
H 1.2342 0.6373 -2.2357 -0.2 -0.2 0.5 0.09
H -3.1400 0.4872 -1.3209 0.4 -0.2 0.3 0.14
H -0.8046 2.2289 1.1982 -0.1 -0.1 -0.1 0.09
C 2.1672 3.5725 5.8165 -0.1 0.8 0.9 -0.08
C -3.2953 -0.6728 3.2515 -0.3 0.4 -0.2 0.00
H 1.7301 -3.3648 1.7514 -0.1 -0.2 0.0 0.10
H -1.1853 -0.4086 -2.3924 0.2 -0.1 0.5 0.01
F 2.3398 4.3418 6.9086 -0.2 -0.9 -1.3 0.16
H 1.9945 -0.6963 4.4747 -0.1 -0.2 0.0 0.06
H -1.7147 1.0973 -6.5405 -0.1 -0.3 0.3 0.05
C 0.8958 -0.6302 -0.5222 -0.6 -0.9 -1.7 -0.30
H 1.7884 -1.2508 -0.4208 0.1 0.0 0.4 0.14
C 0.0321 1.7984 -0.7763 1.1 -0.2 -0.4 -0.15
C -1.9007 0.4516 -5.6690 -0.4 -0.2 0.4 -0.28
C 1.1253 0.7312 -1.1368 0.2 0.9 -0.1 -0.19
P -0.6710 0.8720 -4.3425 -0.1 1.1 -2.0 0.82
C 3.2124 -0.4957 -5.8792 0.4 -0.2 0.5 -0.33
H -0.1216 -2.4839 -0.6901 0.0 0.2 0.4 0.11
C 1.0743 -1.8441 -6.6051 -0.2 -0.5 0.3 -0.32
C -0.8093 1.4556 0.4318 -2.2 1.7 -0.1 -0.28
P 1.6204 -0.9735 -5.0514 0.6 0.3 -1.7 0.78
F 4.0813 2.2668 6.3780 -1.2 0.3 -0.9 0.15
C -0.1032 -2.4608 2.3638 -1.3 0.0 0.8 -0.31
H 0.1468 0.7659 5.0214 -0.1 -0.2 0.0 0.07
H -1.6089 0.9152 4.8427 0.2 -0.1 0.1 0.10
H -1.9932 -1.8943 -1.8834 0.2 0.5 0.3 0.13
C 1.6271 -1.6616 4.1188 0.5 0.2 -0.1 0.00
H 0.5938 -4.4652 2.5428 0.0 0.2 0.0 0.12
H -3.3549 -2.5678 1.1127 0.2 -0.2 0.0 0.08
H 1.6608 -2.7715 -6.6841 -0.3 0.2 -0.1 0.04
H 1.5095 1.4559 -5.2815 -0.2 -0.2 0.0 0.05
C 0.7952 0.6332 -5.4351 0.1 -0.2 0.4 -0.62
C -1.8990 -1.1103 2.9920 0.5 -0.4 0.0 -0.25
H -2.6967 -3.9547 1.9905 0.1 0.2 -0.1 0.12
H -3.2684 -0.9149 -0.2672 0.4 0.6 0.0 0.10
H 0.5746 2.7337 -0.5552 -0.4 -0.4 0.0 0.13
H -1.6415 3.1186 -4.2146 0.2 0.1 -0.1 0.04
H 0.4659 0.6373 -6.4900 0.2 0.2 0.4 0.06
H 3.7071 0.3077 -5.3241 0.1 -0.2 -0.1 0.03
S 1.6684 0.9831 2.0401 -0.1 -0.1 -0.3 0.92
F -0.0367 3.4337 2.9194 0.7 -0.5 0.7 0.08
C -1.5051 -2.1958 2.1326 0.5 -0.1 0.3 -0.28
H 3.0160 -0.1534 -6.9048 0.1 -0.1 0.3 0.05
W -0.1721 -0.4349 1.3492 1.9 -0.1 3.5 1.52
F 3.8009 0.8219 4.0919 -1.2 0.9 0.5 0.08
H -1.9630 -3.4631 0.4575 -0.1 0.0 0.2 0.09
C -0.7269 2.6964 -4.6489 -0.3 0.1 0.6 -0.30
C -0.2933 -1.4057 -0.6942 1.4 -0.1 -1.4 -0.19
C -1.9545 0.6233 0.4703 0.0 0.8 -0.4 -0.22
C 0.3479 -1.5410 3.3793 -0.7 -0.2 -0.2 -0.31
H 0.0065 -2.0915 -6.5914 0.2 -0.1 0.0 0.02
C 3.0401 2.5221 5.5544 0.8 -0.3 0.4 -0.10
H -0.6143 2.0087 -1.6420 -0.1 -0.3 0.3 0.10
H -3.9304 -0.7939 2.3699 0.0 0.0 0.1 0.09
H -2.6908 0.9252 1.2133 0.2 -0.2 0.2 0.12
C -1.4994 -0.9813 -1.4957 -0.8 0.0 0.1 -0.17
C -0.7619 -0.7152 3.7576 0.0 -0.4 -0.5 -0.25
H 3.8659 -1.3797 -5.9092 0.0 0.4 -0.1 0.04
F 0.3173 4.9272 5.1481 0.9 -1.3 -0.2 0.14
C 0.6722 -3.6207 1.8480 0.3 0.0 -0.4 0.01
C -0.7833 0.1992 4.9266 0.0 0.6 0.1 0.02
H -1.8207 -0.6044 -5.9655 -0.1 0.3 0.1 0.03
H -2.9120 0.6497 -5.2926 0.1 -0.2 -0.2 0.04
H 0.1540 3.1678 -4.1960 -0.2 0.0 0.0 0.04
C 1.7791 1.9672 3.5169 -0.1 0.4 0.3 -0.42
C -2.4256 -3.0839 1.3754 -0.3 -0.1 -0.3 0.01
C 2.8543 1.7559 4.4071 0.7 -0.6 -0.7 -0.21
H -3.7382 -1.2716 4.0593 0.2 0.1 -0.2 0.12
H 2.3987 -2.1032 3.4837 0.0 0.1 0.2 0.10
C 0.9427 3.0763 3.7953 -0.2 -0.1 -0.5 -0.20
C 1.1243 3.8602 4.9236 -0.5 0.9 0.2 -0.10
H 2.0905 1.1166 -0.7668 -0.4 -0.3 -0.1 0.10
H -0.7144 2.8715 -5.7297 0.0 0.1 0.2 0.05
H -0.9177 -0.3696 5.8561 0.0 0.0 -0.2 0.12
H 1.2934 -1.2160 -7.4820 -0.1 -0.2 0.3 0.04
H 0.3002 -3.9537 0.8784 0.1 -0.1 0.1 0.08
H 1.4890 -2.3098 4.9923 -0.1 0.0 -0.1 0.13
C -2.5409 -0.1794 -0.6674 -0.3 -0.7 -0.4 -0.14
H -3.3287 0.3758 3.5630 -0.1 -0.2 0.0 0.09

=====

Record 2
100
Properties=species:S:1:pos:R:3:forces:R:3:lowdin_charge:R:1 method="wB97M-V/def2-TZVPD" e_above_lowest_kcal_mol=39.3 gap_ev=9.757 e_homo_ev=-9.29 charge=0
C -7.4132 2.6554 1.0766 -1.3 0.1 -3.3 -0.29
H -2.6942 -5.9766 0.9586 0.9 -0.2 -0.4 0.06
O -0.9292 3.6194 -2.5604 2.8 1.2 3.1 0.08
C 5.4418 -3.1516 -0.1494 1.9 -2.5 -1.7 -0.60
C 2.4978 4.1774 -2.1144 -1.5 1.8 -1.4 -0.28
H 1.2838 3.2303 -0.6354 -0.5 0.5 0.9 0.09
C 4.0528 -1.8527 1.1296 1.7 -1.2 1.6 -0.02
O -6.0442 1.0334 1.8476 0.5 -1.5 -0.5 0.07
H 0.9788 2.5733 2.1076 1.1 0.3 0.2 0.09
H 1.8828 -5.4006 2.2856 0.2 0.9 -0.6 0.16
N 4.1668 2.1793 0.4156 -3.4 2.2 -2.6 0.17
H 0.6048 -6.2616 -1.0894 0.4 1.4 -1.1 0.08
C -2.4302 -1.1436 2.9626 -0.2 0.9 0.5 -0.01
H -6.8602 1.8354 -0.9684 0.9 -2.1 0.3 0.06
O 1.2038 -3.6566 1.2906 4.3 1.2 2.4 0.11
C -1.5352 4.6304 -1.7474 1.2 -1.3 1.8 -0.08
H -2.6002 -0.7637 3.9606 0.6 0.0 0.4 0.10
H 0.7578 -7.5236 -0.1354 -0.4 -0.2 1.0 0.10
C 0.1728 -6.6016 -0.1894 1.1 -1.3 -0.5 -0.02
H 7.1338 -0.4466 1.8236 2.6 0.0 0.7 0.05
H -4.0362 -4.8946 0.6316 -0.6 0.9 -0.9 0.08
H 4.3918 3.7054 -2.4054 0.6 -0.1 -0.5 0.06
O -6.1132 3.1604 1.3216 0.1 0.5 0.0 0.07
O 6.2378 -2.2716 0.4696 1.0 -0.3 -0.6 0.07
H -0.5682 1.7604 0.1156 -0.2 0.6 0.5 0.10
O 4.8738 -0.7537 -2.8804 -1.3 -0.7 -0.5 0.03
H -8.5792 2.2574 -0.9074 1.4 0.5 0.8 0.11
O 4.1968 -2.9026 0.1046 -2.9 1.1 1.3 0.06
C 0.2458 -5.6656 0.9456 -0.9 0.1 0.5 -0.30
C 3.3108 2.6624 -0.2584 2.4 -1.9 2.0 -0.17
H -1.4552 -0.8497 2.5626 -0.4 0.0 0.0 0.09
H 1.9218 0.6134 0.9506 0.2 -0.3 0.6 0.08
H -0.8432 -6.7866 -0.4204 -1.0 -0.6 -0.1 0.07
H 6.0028 0.2704 0.8486 -0.7 1.1 -0.6 0.03
C -7.5322 2.5004 -0.5094 -1.7 0.9 0.5 -0.03
H -4.0062 4.0884 -0.8054 0.6 0.0 0.1 0.08
H 4.8468 1.4163 -2.4904 0.5 -2.5 0.7 0.12
H 1.9018 -2.8426 -1.6794 -0.9 0.5 -1.7 0.12
H 3.6258 -0.9636 0.7636 -0.5 0.9 -1.1 0.08
N 2.2188 -0.7567 3.8726 -1.6 1.2 -2.7 0.14
C 1.7138 -0.2786 2.9216 1.7 -0.3 2.0 -0.21
O -2.4652 -2.5586 3.1186 0.3 -0.3 0.5 0.03
C -7.4232 1.2674 1.6646 -1.0 0.4 1.1 -0.12
O -3.0212 -4.5266 2.4336 0.2 -0.2 -1.1 0.02
H 1.7168 -3.5036 -3.3494 0.3 -0.2 -0.5 0.09
H 0.5118 -0.3247 1.2466 -0.1 0.0 0.0 0.09
H 0.0948 1.4404 3.0636 -0.8 1.0 0.0 0.10
C 0.0948 -3.4346 0.7346 -3.1 1.2 -1.8 -0.67
H -1.5262 4.2294 -0.6584 -0.7 0.6 -1.8 0.14
O -0.6022 -4.5406 0.6016 -0.6 -2.0 -0.1 0.09
H -1.0312 3.2113 1.1306 0.4 -1.0 0.3 0.08
H 3.5738 3.0473 -3.7524 -0.9 -0.5 0.1 0.07
C -2.8172 4.8774 -2.4714 -0.7 1.1 -0.1 -0.30
H -7.1042 3.3393 -1.0314 -0.7 1.3 0.2 0.06
C 5.4108 0.3994 -2.2674 -2.1 2.6 0.8 -0.04
O -1.4482 2.1934 -4.1204 -0.8 0.8 0.7 0.14
H 3.4438 -2.1906 1.9966 0.3 -0.2 -0.9 0.11
H -7.8922 1.2534 2.6976 0.3 -0.3 -1.3 0.15
C 0.3568 1.7104 2.0326 0.6 -0.9 1.8 -0.24
H 1.2348 -1.7976 -3.0994 -0.1 -0.2 0.3 0.11
C 3.5768 3.9204 -3.1094 2.9 -0.5 -0.2 -0.11
O 3.2178 -2.1957 -2.9854 2.7 0.5 -1.9 0.03
H 2.8368 4.9914 -1.5154 0.1 1.1 0.3 0.10
H 1.9428 2.2124 -1.7424 0.1 -1.2 -0.4 0.11
H -0.1542 -6.1296 1.8426 -0.4 0.0 0.1 0.15
H -0.9072 5.5013 -1.7274 0.5 0.4 -0.2 0.13
H -1.6492 1.5644 1.4056 -1.5 -0.5 0.4 0.03
O -4.1752 2.2433 2.0166 0.4 -0.1 -0.9 0.16
C 5.5578 -1.6596 1.5816 -1.3 -0.5 -0.8 -0.27
C -5.3022 2.1304 1.6546 -0.7 0.5 2.1 -0.56
H 5.7828 -2.3437 2.4006 -0.1 0.4 0.4 0.15
H -4.9072 4.6514 -2.0854 -0.4 0.9 -0.1 0.09
C 6.1268 -0.2607 1.7526 -2.8 -0.7 2.5 -0.02
C 1.1688 0.4074 1.7296 -0.6 0.2 -1.4 -0.17
C -4.0192 4.9163 -1.5184 0.2 -3.4 -1.9 0.00
H 6.3668 0.6204 -2.5874 2.1 -0.4 -1.5 0.06
C 2.1908 3.0754 -1.1684 0.9 -1.3 0.2 -0.18
H 5.5598 0.2194 -1.2144 -0.7 0.2 0.4 0.06
O 2.8638 -0.2277 -1.6314 4.1 -4.8 -5.6 -0.10
H -4.0092 5.7914 -0.9784 -0.4 2.2 0.9 0.06
H 2.2918 -5.1546 0.5046 0.2 -0.1 0.5 0.15
O -0.3152 -2.3926 0.3366 0.1 1.2 0.1 0.16
C -3.5062 -5.4256 1.3626 0.5 0.4 2.0 0.03
H -3.2792 -0.7176 2.4296 0.3 -0.6 -0.7 0.09
H 4.0248 4.6793 -3.8094 -1.2 0.1 1.1 0.10
C -0.7962 2.1183 1.1546 0.8 -0.3 -1.9 -0.10
C 3.6168 -1.0586 -2.5544 -2.9 5.3 6.2 -0.40
O 5.7848 -4.1046 -0.8574 -0.3 2.5 1.5 0.10
H 1.5628 4.5014 -2.6254 0.4 -0.3 0.5 0.11
O -2.8342 3.9034 -3.5394 -0.8 -0.4 1.1 0.10
H -4.1192 -6.0926 1.9196 -0.7 -0.6 0.2 0.09
C 1.5548 -4.9976 1.3046 0.5 -1.8 -0.5 -0.07
H -2.6922 5.8234 -3.0114 -0.5 0.0 0.2 0.16
C -2.8792 -3.2636 2.1276 -3.7 3.8 -7.6 -0.46
H -7.9252 0.6104 0.9116 0.7 0.0 1.1 0.14
C 1.9168 -2.5967 -2.8094 -1.6 -0.4 3.3 -0.03
H 5.7048 0.2143 2.7506 0.9 -0.6 -2.4 0.14
H -8.2602 3.3043 1.4186 1.2 -0.3 0.0 0.16
O -3.3172 -2.6266 0.8896 2.5 -4.3 7.1 -0.11
C -1.7302 3.1334 -3.4124 -1.0 -2.0 -3.9 -0.62

=====

Record 3
104
Properties=species:S:1:pos:R:3:forces:R:3:lowdin_charge:R:1 method="wB97M-V/def2-TZVPD" gap_ev=8.617 e_homo_ev=-9.18 charge=0
C -10.1825 -7.5445 5.6126 -0.1 0.0 0.0 -0.20
O 2.3224 -1.9468 -3.9756 0.0 0.0 0.0 -0.14
H -10.0386 -8.3702 4.9149 0.0 0.0 0.0 0.12
O 10.0359 3.9874 0.6473 0.0 0.0 0.0 -0.16
C 7.5629 5.4440 -2.9581 -0.1 -0.1 -0.1 -0.20
C 6.5346 3.8059 -1.5982 0.0 0.0 -0.1 -0.17
H 3.7092 -0.5677 -3.3294 0.0 0.0 0.0 0.11
C 5.8394 5.1468 -1.4086 0.0 0.0 0.1 -0.21
H 11.5456 2.6020 0.4359 0.0 0.0 0.0 0.12
H -0.9962 3.2118 -1.8480 0.0 0.0 0.0 0.10
H 0.6795 -1.9378 -5.2205 0.0 0.0 0.0 0.12
C -4.6118 -1.5343 -0.8923 -0.1 -0.1 0.0 -0.05
N 2.8753 1.5929 -0.0626 -0.7 -0.2 -0.3 0.11
H 11.4853 3.6350 3.0555 0.0 0.0 0.0 0.11
H -8.0096 -5.9173 0.2978 0.0 0.0 0.0 0.11
C 11.4019 4.5641 2.4876 0.0 -0.1 0.0 -0.17
C -2.2953 -2.1101 0.4850 0.2 0.0 0.1 -0.09
H -0.2265 5.3414 -2.6394 0.0 0.0 0.0 0.10
H 8.5265 4.5508 -1.2391 0.0 0.0 0.0 0.09
C 2.6798 2.3155 -1.0136 0.4 0.0 0.0 -0.75
C -7.2820 -4.0364 2.9244 -0.1 0.0 0.0 -0.17
H 3.1523 1.0645 -5.0208 0.0 0.0 0.0 0.10
H 12.4269 5.4929 0.8274 0.0 0.0 0.0 0.11
O -7.3573 -3.9770 0.5593 0.0 0.0 0.0 -0.15
H 0.2366 1.9982 0.3083 0.1 0.1 0.1 0.13
C 1.0375 -1.4222 -4.3227 0.0 0.0 -0.1 -0.20
C 2.3006 -0.7040 0.4557 0.1 -0.3 0.1 0.00
H -10.4888 -8.3522 7.6222 0.0 0.0 0.0 0.11
C -4.2266 -2.8524 -0.6962 0.0 -0.3 -0.1 -0.07
C 7.9128 4.2439 -2.0870 0.0 0.1 0.1 -0.17
H 9.7566 5.7418 1.6920 0.0 0.0 0.0 0.12
C 0.0443 -1.3334 0.9098 -0.1 -0.2 0.0 -0.09
H -11.2400 -7.2598 5.5993 0.0 0.0 0.0 0.12
H 11.5434 3.9152 -0.7559 0.0 0.0 0.0 0.12
H -2.7252 -4.1663 0.1606 -0.1 -0.1 0.0 0.12
S 2.4998 3.2093 -2.2771 0.0 0.1 0.0 0.79
H -1.1549 6.2321 -4.7238 0.0 0.0 0.0 0.11
H -4.8417 -3.6522 -1.0859 0.0 0.0 0.0 0.11
H 8.3573 6.1905 -2.9968 0.0 0.0 0.0 0.11
O -1.3540 3.0563 -3.8720 0.0 0.0 0.0 -0.15
C 11.3856 3.6765 0.2967 0.0 -0.1 0.0 -0.20
H 4.7605 5.0887 -1.5547 0.0 0.1 0.0 0.08
H -5.5142 -1.3454 -1.4568 0.0 0.1 0.0 0.11
H -10.1970 -5.9314 7.8532 0.0 0.0 0.0 0.11
H 6.0259 3.2234 -2.3713 0.0 0.0 0.0 0.10
H -8.6154 -6.5190 8.3770 0.0 0.0 0.0 0.11
H -8.4716 -5.8869 3.0076 0.0 0.0 0.0 0.09
C -1.0065 -2.3572 1.1987 0.0 0.1 0.1 -0.29
C 12.2689 4.4910 1.2325 0.0 0.1 0.0 -0.17
H -4.1697 0.5326 -0.5104 0.0 0.1 0.0 0.12
C -9.7167 -7.8691 7.0257 0.1 0.0 0.0 -0.17
C 2.6692 0.0929 -5.1187 0.0 0.0 -0.1 -0.17
C 1.2406 0.0640 -4.5835 0.0 0.0 0.1 -0.17
C 1.8910 0.6065 0.2917 0.4 0.3 0.1 -0.24
H -8.8134 -4.7767 6.2645 0.0 0.0 0.0 0.12
C -7.6960 -5.4133 2.4099 0.1 -0.1 0.0 -0.17
O 6.3968 6.0343 -2.3796 0.0 0.0 0.0 -0.14
H 6.5612 3.2109 -0.6864 0.0 0.0 0.0 0.11
C 10.0072 4.6939 1.8897 0.0 0.1 0.0 -0.20
H -6.5884 -4.0701 3.7634 0.0 0.0 0.0 0.11
H 7.3271 5.1366 -3.9835 0.0 0.0 0.0 0.11
H -8.8463 -8.5280 6.9955 0.0 0.0 0.0 0.11
H 3.3429 -0.9556 0.3215 0.0 0.0 0.0 0.12
H 4.1620 -1.4802 -4.7822 0.0 0.0 0.0 0.12
H -8.1650 -3.4724 3.2339 0.0 0.0 0.0 0.11
H 8.4512 3.4699 -2.6331 0.0 0.0 0.0 0.11
H -2.6656 3.5347 -2.3577 0.0 0.0 0.0 0.12
H -5.6049 -3.6681 1.5938 0.0 0.0 0.1 0.10
H -6.7645 -2.3290 1.6497 0.0 0.0 -0.1 0.12
H -9.2033 -4.7934 0.9737 0.0 0.0 0.0 0.12
C -3.8584 -0.4939 -0.3739 -0.2 0.1 0.0 0.00
H -6.8290 -6.0785 2.3845 0.0 0.0 0.0 0.12
C 3.3352 -0.9840 -4.2727 0.0 0.1 0.1 -0.21
C -6.6667 -3.4154 1.6780 0.1 0.0 0.0 -0.21
C -9.3118 -6.4895 7.5407 -0.1 0.0 0.0 -0.17
C 1.3749 -1.6874 0.7698 0.1 0.3 0.0 0.02
C -1.2920 5.1622 -2.8007 0.1 0.0 0.0 -0.17
C -8.1486 -5.0884 0.9931 -0.1 0.1 0.0 -0.20
H 6.0318 5.5564 -0.4107 0.0 -0.1 0.0 0.12
C -0.3566 -0.0093 0.7474 -0.1 -0.1 0.0 -0.08
C -3.0651 -3.1531 -0.0022 0.0 0.2 0.1 0.00
H -1.7567 3.7631 -5.7650 0.0 0.0 0.0 0.12
H 9.2291 4.2667 2.5231 0.0 0.0 0.0 0.12
C -8.7056 -5.8616 6.2927 0.1 0.0 0.0 -0.21
C -1.6115 3.6855 -2.6156 -0.1 0.0 0.0 -0.21
H 1.6785 -2.7182 0.8777 0.0 0.0 0.1 0.13
C -2.6933 -0.7841 0.3153 0.0 -0.1 -0.1 -0.09
H 13.2428 4.0326 1.3964 0.0 0.0 0.0 0.11
C -1.1816 4.0499 -4.8839 0.1 0.0 0.0 -0.21
H 2.6816 -0.1900 -6.1739 0.0 0.0 0.0 0.11
C -1.8182 0.2840 0.8769 0.0 0.0 0.1 -0.28
O -9.4023 -6.4278 5.1805 0.0 0.0 0.0 -0.16
H 0.3396 -1.6224 -3.5085 0.0 0.0 0.0 0.11
H -0.1217 4.0900 -5.1601 0.0 0.0 0.0 0.11
H 11.6545 5.3911 3.1492 0.0 0.0 0.0 0.11
H -7.6417 -6.1064 6.2019 0.0 0.0 0.0 0.12
O -0.8274 -3.2848 1.9516 0.1 -0.2 -0.2 0.13
O -2.2418 1.2798 1.4133 0.0 0.2 -0.3 0.14
H -2.7205 5.4840 -4.3908 0.0 0.0 0.0 0.11
H 1.1835 0.6211 -3.6454 0.0 0.0 0.0 0.09
H -1.8516 5.8024 -2.1207 0.0 0.0 0.0 0.11
C -1.6409 5.3681 -4.2734 -0.1 0.0 0.0 -0.17
H 0.5040 0.4789 -5.2695 0.0 0.0 0.0 0.11
C 0.5626 0.9764 0.4461 0.0 -0.1 0.1 0.06

=====

Record 4
16
Properties=species:S:1:pos:R:3:forces:R:3:lowdin_charge:R:1 method="wB97M-V/def2-TZVPD" e_above_lowest_kcal_mol=139.4 gap_ev=8.310 e_homo_ev=-8.14 charge=0
C 0.1633 1.8108 -1.7976 1.0 0.9 -1.8 -0.10
H 1.0448 1.9371 -2.5096 -1.2 -0.5 1.6 0.12
H -0.6792 2.0346 0.4529 1.2 -0.6 -2.2 0.13
C -0.4620 1.8723 -0.6763 -1.4 1.0 2.5 -0.13
H -0.9816 -1.1864 1.1223 -4.2 0.1 2.4 0.01
S 1.1322 -0.3434 1.3540 -1.7 -1.2 -0.8 0.87
C -0.1160 -1.1965 0.6613 5.7 0.6 -1.9 -0.44
H 0.8313 -1.4809 -1.2286 1.6 -0.8 0.1 0.06
C -1.3371 2.0108 -1.8914 -1.0 -0.3 -0.9 -0.20
H -1.9378 1.0818 -2.1715 0.5 1.5 0.2 0.08
H -0.6824 -1.5902 -1.3523 -2.1 0.8 -0.7 0.04
H -1.7969 3.0375 -2.2135 0.9 -1.9 0.7 0.10
N 0.5248 0.3924 2.5809 1.8 1.3 2.1 -0.46
C 0.0328 -1.8980 -0.6545 -0.2 0.7 0.8 -0.16
H 1.3117 0.8118 3.2306 -1.8 -1.2 -2.0 0.02
H -0.1791 -2.9575 -0.6095 0.9 -0.5 0.1 0.08

=====

Number 1: energy -2776.2333 hartree, strongest force on any atom 3.9 eV/A. Number 2: energy -2636.7573 hartree, strongest force on any atom 9.3 eV/A. Number 3: energy -2573.8407 hartree, strongest force on any atom 0.8 eV/A. Number 4: energy -648.6310 hartree, strongest force on any atom 6.0 eV/A.